1.
DFT (ωB97M-V/def2-TZVPD) results for a single C20H31N3O3S molecule.

CARTESIAN COORDINATES (ANGSTROEM)
O (0.522, -1.272, -0.062)
C (1.111, -0.501, -0.807)
N (0.754, -0.337, -2.112)
C (-0.456, -0.943, -2.634)
C (-1.571, 0.091, -2.798)
C (-2.838, -0.584, -3.315)
C (-2.566, -1.282, -4.645)
C (-1.438, -2.299, -4.495)
C (-0.172, -1.626, -3.972)
N (2.217, 0.181, -0.380)
C (3.131, 0.959, -1.179)
C (3.004, 2.450, -0.858)
C (3.217, 2.667, 0.641)
C (2.290, 1.774, 1.475)
C (0.831, 2.226, 1.339)
N (-0.066, 1.406, 2.121)
S (-1.623, 1.189, 1.535)
O (-2.544, 1.872, 2.402)
O (-1.632, 1.552, 0.143)
C (-1.863, -0.600, 1.694)
C (-1.437, -0.990, 3.062)
C (-2.178, -0.599, 4.172)
C (-1.743, -0.916, 5.447)
C (-0.568, -1.627, 5.626)
C (0.172, -2.023, 4.524)
C (-0.259, -1.704, 3.248)
C (2.453, 0.312, 1.038)
H (1.057, 0.491, -2.597)
H (-0.757, -1.694, -1.897)
H (-1.760, 0.584, -1.842)
H (-1.249, 0.852, -3.515)
H (-3.627, 0.160, -3.438)
H (-3.180, -1.318, -2.583)
H (-3.471, -1.782, -4.996)
H (-2.285, -0.538, -5.394)
H (-1.234, -2.775, -5.457)
H (-1.745, -3.078, -3.794)
H (0.623, -2.363, -3.846)
H (0.170, -0.879, -4.694)
H (2.980, 0.767, -2.241)
H (4.149, 0.631, -0.928)
H (2.016, 2.808, -1.150)
H (3.749, 3.012, -1.423)
H (3.050, 3.716, 0.893)
H (4.253, 2.424, 0.889)
H (2.574, 1.848, 2.530)
H (0.749, 3.288, 1.607)
H (0.489, 2.107, 0.310)
H (-0.091, 1.630, 3.103)
H (-1.237, -1.045, 0.925)
H (-2.919, -0.769, 1.502)
H (-3.085, -0.032, 4.030)
H (-2.323, -0.608, 6.305)
H (-0.231, -1.875, 6.622)
H (1.086, -2.582, 4.659)
H (0.306, -2.014, 2.381)
H (1.728, -0.312, 1.560)
H (3.467, -0.033, 1.272)

Calculated values
Gap between HOMO and LUMO: 9.641 eV
Max |F|: 0.018 hartree/bohr
SMILES: O=C(NC1CCCCC1)N1CCC[C@@H](CNS(=O)(=O)Cc2ccccc2)C1
Calculated total energy: -42692.864 eV
Energy relative to the best compared isomer or geometry (same formula, charge and spin): 15.3 kcal per mole
Highest occupied orbital energy: -8.9 eV
LUMO: 0.70 eV
Charge: 0

=====

2.
DFT (ωB97M-V/def2-TZVPD) results for a molecular structure, C20H31N3PdSb2.

CARTESIAN COORDINATES (ANGSTROEM)
Pd (0.063, 0.313, -0.528)
C (-1.800, 2.992, -2.225)
Sb (-1.808, 0.879, -2.067)
C (-3.729, 0.430, -1.322)
C (-1.752, 0.096, -4.050)
C (-2.556, -1.175, -4.103)
C (-3.899, -1.118, -4.454)
C (-4.691, -2.259, -4.453)
C (-4.137, -3.474, -4.094)
C (-2.789, -3.545, -3.763)
C (-1.985, -2.411, -3.769)
C (-0.514, -2.574, -3.481)
Sb (0.117, -1.968, -1.543)
C (-1.173, -3.081, -0.292)
C (2.037, -2.836, -1.362)
H (-2.789, 3.286, -2.573)
H (-1.048, 3.322, -2.937)
H (-1.606, 3.432, -1.250)
H (-4.423, 0.289, -2.147)
H (-4.056, 1.262, -0.699)
H (-3.693, -0.477, -0.723)
H (-0.705, -0.070, -4.298)
H (-2.131, 0.868, -4.719)
H (-4.331, -0.168, -4.748)
H (-5.731, -2.195, -4.742)
H (-4.740, -4.372, -4.091)
H (-2.352, -4.508, -3.524)
H (0.127, -2.095, -4.222)
H (-0.262, -3.636, -3.486)
H (-0.917, -4.137, -0.366)
H (-2.196, -2.934, -0.634)
H (-1.065, -2.752, 0.739)
H (1.972, -3.880, -1.664)
H (2.370, -2.772, -0.329)
H (2.736, -2.311, -2.009)
N (0.871, -1.334, 2.192)
C (2.005, -0.794, 1.641)
C (3.270, -1.013, 2.206)
C (4.382, -0.519, 1.573)
C (4.239, 0.195, 0.378)
C (2.977, 0.366, -0.119)
N (1.870, -0.118, 0.493)
H (0.958, -1.701, 3.127)
H (0.012, -0.834, 2.022)
H (3.349, -1.565, 3.132)
H (5.363, -0.681, 1.999)
H (5.091, 0.603, -0.144)
H (2.808, 0.907, -1.042)
C (-1.595, 4.360, 2.957)
C (-1.884, 2.859, 3.088)
C (-1.272, 2.093, 2.007)
N (-0.783, 1.511, 1.147)
H (-2.075, 4.882, 3.782)
H (-1.991, 4.757, 2.024)
H (-0.526, 4.559, 3.000)
H (-2.955, 2.654, 3.068)
H (-1.496, 2.462, 4.028)

Calculated values
Gap between HOMO and LUMO: 7.478 eV
Max |F|: 0.015 hartree/bohr
Calculated total energy: -42254.902 eV
Energy relative to the best compared isomer or geometry (same formula, charge and spin): 3.4 kcal per mole
Highest occupied orbital energy: -14.0 eV
LUMO: -6.52 eV
Charge: +2

=====

3.
DFT (ωB97M-V/def2-TZVPD) results for 9 unconnected molecules or ions with the total composition C20H31N9 in a non-equilibrium geometry.

CARTESIAN COORDINATES (ANGSTROEM)
C (-0.152, -0.629, -1.884)
C (-1.153, -0.976, -3.012)
C (-1.850, 0.310, -3.470)
C (-2.101, 1.208, -2.432)
N (-2.344, 2.063, -1.690)
H (0.572, -1.447, -1.807)
H (-0.599, -0.550, -0.883)
H (0.364, 0.313, -2.141)
H (-1.846, -1.722, -2.583)
H (-0.654, -1.450, -3.848)
H (-2.726, 0.077, -4.142)
H (-1.080, 0.777, -4.205)
C (5.006, -0.102, 0.677)
C (4.140, -0.335, -0.455)
N (3.465, -0.331, -1.385)
H (5.484, 0.886, 0.549)
H (5.727, -0.869, 0.806)
H (4.437, -0.120, 1.552)
C (4.851, -5.223, 3.168)
C (4.550, -3.793, 3.016)
N (4.233, -2.676, 2.861)
H (4.045, -5.751, 3.628)
H (5.770, -5.358, 3.755)
H (4.872, -5.686, 2.174)
C (2.608, 0.033, -4.600)
C (1.599, -0.554, -5.495)
N (0.831, -1.179, -6.063)
H (3.281, -0.725, -4.379)
H (2.139, 0.171, -3.617)
H (2.985, 0.900, -5.052)
C (-0.547, -2.112, 1.509)
C (-1.293, -1.988, 2.752)
N (-1.764, -1.962, 3.786)
H (-1.113, -2.630, 0.694)
H (0.272, -2.752, 1.689)
H (-0.248, -1.136, 1.187)
C (-4.970, -0.095, 0.599)
C (-4.764, -0.910, -0.585)
N (-4.506, -1.505, -1.506)
H (-4.648, -0.631, 1.439)
H (-6.026, 0.090, 0.818)
H (-4.475, 0.838, 0.509)
C (-0.355, 2.941, 0.653)
C (-0.858, 2.089, 1.768)
N (-1.326, 1.374, 2.558)
H (0.500, 2.463, 0.043)
H (0.127, 3.744, 1.100)
H (-1.196, 3.192, -0.171)
C (-4.002, 4.974, -1.009)
C (-3.723, 5.245, -2.404)
N (-3.485, 5.536, -3.483)
H (-4.364, 3.998, -0.932)
H (-4.623, 5.785, -0.658)
H (-3.139, 4.911, -0.399)
C (0.351, 0.168, 5.486)
C (1.342, 0.254, 4.471)
N (2.165, 0.560, 3.762)
H (-0.263, 1.056, 5.586)
H (0.791, -0.096, 6.465)
H (-0.314, -0.663, 5.227)

Calculated values
Gap between HOMO and LUMO: 11.567 eV
Max |F|: 0.088 hartree/bohr
SMILES: CCCC#N.CC#N.CC#N.CC#N.CC#N.CC#N.CC#N.CC#N.CC#N
Calculated total energy: -34649.800 eV
Highest occupied orbital energy: -11.2 eV
LUMO: 0.35 eV
Charge: 0

=====

4.
DFT (ωB97M-V/def2-TZVPD) results for a molecular structure, C20H32AlO13 in a non-equilibrium geometry.

CARTESIAN COORDINATES (ANGSTROEM)
Al (-0.912, -8.566, -17.219)
C (3.221, -11.005, -18.899)
C (2.899, -11.617, -17.544)
C (2.011, -10.664, -16.683)
O (1.662, -9.712, -17.701)
C (2.677, -9.596, -18.716)
H (2.632, -11.426, -19.710)
H (4.299, -10.924, -18.999)
H (3.840, -11.790, -17.009)
H (2.497, -12.623, -17.658)
H (2.526, -10.237, -15.828)
H (1.126, -11.281, -16.540)
H (3.473, -8.905, -18.435)
H (2.237, -9.254, -19.651)
C (-4.923, -11.001, -13.097)
C (-4.807, -9.481, -13.218)
C (-4.106, -8.817, -12.040)
O (-2.970, -8.145, -12.578)
C (-2.873, -8.435, -13.878)
O (-1.925, -8.150, -14.579)
O (-3.896, -9.208, -14.274)
H (-3.989, -11.456, -12.767)
H (-5.211, -11.445, -14.050)
H (-5.719, -11.256, -12.396)
H (-5.832, -9.112, -13.251)
H (-3.817, -9.609, -11.347)
H (-4.818, -8.174, -11.529)
C (-5.907, -12.465, -20.586)
C (-4.642, -11.643, -20.708)
C (-4.755, -10.444, -21.660)
O (-3.981, -9.422, -20.992)
C (-3.716, -9.865, -19.770)
O (-3.070, -9.264, -18.893)
O (-4.373, -10.941, -19.487)
H (-5.559, -13.271, -19.936)
H (-6.338, -12.935, -21.471)
H (-6.758, -11.917, -20.178)
H (-3.865, -12.355, -20.987)
H (-5.802, -10.221, -21.865)
H (-4.323, -10.771, -22.605)
C (2.056, -12.661, -11.541)
C (0.943, -12.332, -12.546)
C (-0.467, -12.027, -12.004)
O (-0.966, -11.072, -12.912)
C (-0.097, -10.851, -13.881)
O (-0.409, -10.338, -14.931)
O (1.115, -11.337, -13.533)
H (3.018, -12.692, -12.054)
H (1.955, -13.677, -11.162)
H (2.168, -12.016, -10.670)
H (0.812, -13.273, -13.093)
H (-0.377, -11.633, -10.989)
H (-1.011, -12.965, -11.920)
C (-0.624, -1.395, -17.915)
C (-0.176, -2.656, -17.221)
C (-0.307, -2.728, -15.729)
O (-0.722, -4.056, -15.469)
C (-1.102, -4.643, -16.596)
O (-1.454, -5.794, -16.736)
O (-0.900, -3.815, -17.651)
H (-0.021, -0.557, -17.568)
H (-1.672, -1.120, -17.779)
H (-0.555, -1.457, -19.002)
H (0.914, -2.774, -17.294)
H (-1.101, -2.029, -15.436)
H (0.537, -2.314, -15.183)

Calculated values
Gap between HOMO and LUMO: 2.554 eV
Max |F|: 0.070 hartree/bohr
Calculated total energy: -54439.888 eV
Highest occupied orbital energy: -18.0 eV
LUMO: -15.40 eV
Charge: +3

=====

Question: Among the records above, which one has the lowest gap between HOMO and LUMO?
Answer: C20H32AlO13